The following is a quantum chemistry calculation of a molecular structure, C4H10NO, from the Open Molecules 2025 dataset.

The geometry in XYZ format:
```
16
C4H10NO | the Open Molecules 2025 dataset | wB97M-V/def2-TZVPD
C 0.003 -1.643 0.248
C -0.894 -0.007 -0.521
C -1.784 0.975 0.154
C 1.727 0.081 -0.241
N 0.360 -0.239 0.259
O -1.292 -1.397 -0.213
H 0.617 -2.256 -0.361
H 0.038 -2.106 1.308
H -0.873 0.098 -1.627
H -1.921 0.720 1.173
H -2.623 0.819 -0.403
H -1.502 2.063 -0.116
H 1.750 0.228 -1.319
H 2.191 0.961 0.357
H 2.387 -0.809 -0.158
H 0.248 0.046 1.262
```

The total charge is +1. The calculation puts the calculated total energy at -7838.9092 eV. Its HOMO energy is -15.379 eV. The calculation puts the energy above the lowest of the compared OMol25 structures with the same formula, charge and spin at 55.5 kcal/mol. Its LUMO energy is -3.4 eV. Its gap between HOMO and LUMO is 12.0 eV.


The following is a quantum chemistry calculation of 2 unconnected molecules or ions with the total composition C4H10NO2, from the Open Molecules 2025 dataset.

The geometry in XYZ format:
```
17
C4H10NO2 | the Open Molecules 2025 dataset | wB97M-V/def2-TZVPD
C 0.001 0.765 2.450
N 0.282 -0.311 1.718
C -0.387 -1.554 2.031
O -0.656 0.813 3.490
H 0.408 1.686 2.015
H 0.517 -0.145 0.693
H -0.495 -1.651 3.111
H 0.225 -2.383 1.680
H -1.381 -1.596 1.585
C 0.788 0.124 -2.136
O 0.853 -0.027 -0.797
C -0.417 0.968 -2.586
H 0.725 -0.849 -2.678
H 1.698 0.611 -2.561
H -0.531 1.020 -3.670
H -0.308 1.981 -2.199
H -1.320 0.548 -2.145
```

The total charge is -1. The calculation puts the calculated total energy at -9895.7977 eV. Its HOMO energy is -3.413 eV. The calculation puts the energy above the lowest of the compared OMol25 structures with the same formula, charge and spin at 38.0 kcal/mol. Its LUMO energy is 4.0 eV. Its gap between HOMO and LUMO is 7.5 eV.


The following is a quantum chemistry calculation of a gas-phase ion, C4H10NO2 (charge -1), from the Open Molecules 2025 dataset.

The geometry in XYZ format:
```
17
C4H10NO2 | the Open Molecules 2025 dataset | wB97M-V/def2-TZVPD
C 1.031 2.204 0.133
C 0.173 0.988 -0.154
C 0.470 0.200 -1.529
O 0.277 -1.137 -1.392
N 0.210 -0.006 0.909
C -1.089 -0.590 1.237
O -1.118 -1.955 0.818
H 0.478 3.072 0.472
H 1.791 2.460 -0.605
H 1.534 2.035 1.094
H -0.871 1.270 -0.294
H -0.174 0.683 -2.298
H 1.534 0.380 -1.828
H -0.759 -1.927 -0.102
H 0.704 -0.805 0.507
H -1.233 -0.697 2.313
H -1.819 -0.067 0.645
```

The total charge is -1. Its structure (SMILES) is C[C@@H](C[O-])NCO. The calculation puts the calculated total energy at -9894.6111 eV. Its HOMO energy is -3.146 eV. The calculation puts the energy above the lowest of the compared OMol25 structures with the same formula, charge and spin at 65.4 kcal/mol. Its LUMO energy is 4.2 eV. Its gap between HOMO and LUMO is 7.3 eV.